1.
ORCA calculation (ωB97M-V/def2-TZVPD) on a single C4H2 molecule.

Properties
**HOMO-LUMO gap (spin up / spin down)**: 7.1 / 9.3 eV
**HOMO (spin up / spin down)**: -0.3640 / -0.3939 Eh
**Relative energy (zero: lowest compared OMol25 entry of this formula, charge and spin)**: 153.36 kcal per mole
**Spin multiplicity**: 1

Atoms and positions in Å:
C  -2.63476  -0.65323  0.01057
C  1.10709  0.02208  -0.04888
C  0.06368  0.68896  0.07343
C  -1.72146  0.13075  0.07895
H  1.83030  0.64136  0.55365
H  1.35515  -0.82993  -0.66772

---

2.
ORCA calculation (ωB97M-V/def2-TZVPD) on 2 unconnected molecules or ions with the total composition C2H9N2S.

Properties
**HOMO-LUMO gap**: 6.6 eV
**HOMO**: -0.0913 Eh
**Relative energy (zero: lowest compared OMol25 entry of this formula, charge and spin)**: 11.19 kcal per mole
**Spin multiplicity**: 1
**Charge**: -1

Atoms and positions in Å:
S  0.15803  -0.78107  2.43678
N  -0.32497  0.65146  -1.52367
N  1.68742  -0.56532  -0.70577
C  0.98254  0.01489  -1.83018
C  -1.52260  -0.10771  2.15953
H  -0.09922  1.36572  -0.83271
H  0.79632  -0.77078  -2.57066
H  -0.83439  0.01091  -0.90043
H  1.55470  0.78689  -2.34451
H  1.00295  -0.79697  0.02195
H  -1.54000  0.70767  1.44029
H  -1.98705  0.30185  3.07251
H  -2.16865  -0.93533  1.84724
H  2.29491  0.11779  -0.27035

---

3.
ORCA calculation (ωB97M-V/def2-TZVPD) on a molecular structure, C42H43MoN2P2.

Properties
**HOMO-LUMO gap (spin up / spin down)**: 5.6 / 4.8 eV
**HOMO (spin up / spin down)**: -0.6001 / -0.5974 Eh
**Spin multiplicity**: 1
**Charge**: +3

Atoms and positions in Å:
Mo  -0.23557  0.44810  0.73033
P  -2.39727  1.29040  -0.27247
P  2.21653  0.88360  0.29133
N  -0.16647  -1.25770  0.32673
N  0.00093  2.41940  0.63913
C  1.40963  -1.49810  -2.16127
C  0.16823  -4.46700  1.88183
C  -0.19197  -3.15520  1.67763
C  3.41573  -1.15290  1.73463
C  -0.88087  -2.38580  2.78803
C  -2.06707  3.08350  -0.54387
C  -4.40597  1.41930  3.85553
C  1.82273  2.05900  -2.22707
C  -3.35167  1.29150  1.28193
C  -5.01497  0.34670  -3.30177
C  -4.57307  0.66510  -2.02747
C  5.48323  -2.21520  1.15143
C  5.57843  -1.42050  0.01933
C  0.05423  -2.55480  0.38773
C  -3.20477  0.71450  -1.77597
C  0.72913  -5.23480  0.86713
C  -2.52027  1.28570  2.40743
C  3.51133  3.37750  -3.31467
C  4.34833  3.22790  -2.21967
C  -2.74157  0.11580  -4.06057
C  2.23873  2.14840  1.65113
C  -3.02867  1.34580  3.68713
C  -2.34307  -2.12820  2.41023
C  -0.63347  -2.86250  -2.75037
C  0.58623  -3.36650  -0.66027
C  -4.10667  0.07650  -4.31357
C  -5.24337  1.43690  2.75193
C  2.67873  1.87410  -1.14407
C  -0.32657  4.65130  0.61573
C  3.51033  -0.34340  0.59923
C  0.92633  4.38720  1.25513
C  4.39593  -2.08600  2.00493
C  0.74283  -2.86950  -2.07157
C  2.24603  2.80770  -3.31177
C  -0.84447  3.44590  0.23823
C  3.93933  2.47830  -1.13297
C  1.10483  3.03680  1.23843
C  -0.15467  -1.13400  3.25473
C  -2.29077  0.43570  -2.79697
C  -4.72907  1.37540  1.46653
C  0.91153  -4.68380  -0.38707
C  4.58783  -0.50210  -0.27557
H  -5.40877  1.41320  0.63303
H  -5.29267  0.88280  -1.25837
H  1.59423  2.94680  -4.15937
H  -2.43457  -1.52410  1.49963
H  3.84153  3.94360  -4.16977
H  4.66383  0.09390  -1.17147
H  -0.00177  -0.38450  2.38193
H  6.25183  -2.93890  1.36673
H  2.57733  -1.03420  2.41143
H  3.18653  2.69580  1.64793
H  -6.31117  1.51170  2.88983
H  4.32723  -2.71050  2.88273
H  1.31723  -5.29420  -1.17997
H  -2.87517  -1.64340  3.22463
H  -4.81867  1.47600  4.84973
H  -1.91337  3.24690  -1.61857
H  0.83143  -1.38590  3.64623
H  -2.03907  -0.08790  -4.85307
H  -1.31847  -2.19330  -2.22407
H  -6.07317  0.32540  -3.50767
H  2.28093  -1.45000  -1.50807
H  -2.83567  -3.07870  2.22683
H  -1.22507  0.47700  -2.57717
H  1.73983  -1.31150  -3.17927
H  4.59303  2.35610  -0.27927
H  -0.89497  -3.03870  3.67123
H  -0.76427  5.61860  0.47023
H  0.82763  1.61510  -2.20537
H  -0.53897  -2.53040  -3.77827
H  -1.06387  -3.86030  -2.76387
H  6.42593  -1.51610  -0.64127
H  -0.72077  -0.62480  4.03773
H  0.00203  -4.91760  2.84813
H  1.58133  5.11800  1.68163
H  -2.37057  1.36480  4.54453
H  1.37873  -3.58570  -2.60157
H  1.00183  -6.26180  1.04983
H  0.69943  -0.71270  -1.87767
H  2.11573  1.69120  2.64663
H  -1.40977  1.29680  2.24113
H  -4.45977  -0.16130  -5.30587
H  5.32173  3.69270  -2.21047
H  -2.94337  3.67030  -0.24567

---

4.
ORCA calculation (ωB97M-V/def2-TZVPD) on a molecular structure, C15H13Br4NO3Pt.

Properties
**HOMO-LUMO gap**: 4.8 eV
**HOMO**: -0.0095 Eh
**Relative energy (zero: lowest compared OMol25 entry of this formula, charge and spin)**: 32.92 kcal per mole
**Spin multiplicity**: 1
**Charge**: -2

Atoms and positions in Å:
Pt  -0.02855  -0.45483  -0.01802
Br  0.47648  0.47355  4.98741
Br  5.59977  -0.06550  0.92219
Br  3.56770  0.69162  6.25208
Br  6.17204  0.43275  4.18917
O  2.64307  -0.23672  0.36918
O  0.52354  0.04503  2.05940
O  -3.21688  -0.18429  -0.79858
N  0.15226  1.73013  -0.09793
C  4.38987  0.29145  3.53790
C  4.15936  0.07278  2.16269
C  -3.05051  1.13071  -1.27910
C  2.00653  0.30378  3.85972
C  -0.33515  -2.11632  -0.65178
C  0.72025  4.43798  -0.04945
C  2.87743  -0.04708  1.58930
C  1.72519  0.10223  2.50553
C  3.31758  0.40380  4.38782
C  -2.06234  2.04762  0.87756
C  -3.16657  2.17037  -0.17199
C  -0.49120  3.96257  0.40981
C  1.65548  3.53648  -0.52962
C  -0.75567  2.59099  0.37923
C  1.33358  2.18796  -0.53499
H  -1.24585  4.62985  0.81012
H  0.94117  5.49949  -0.01205
H  2.63264  3.84754  -0.87448
H  2.03283  1.41958  -0.84003
H  0.46420  -2.69296  -1.14299
H  -1.90482  1.00034  1.14679
H  -2.06894  1.21964  -1.76687
H  -3.13909  3.16754  -0.63371
H  -3.82406  1.33003  -2.03115
H  -4.13789  2.07066  0.32277
H  -2.28869  -0.49238  -0.56003
H  -1.22312  -2.75012  -0.50735
H  -2.35653  2.58597  1.78255

---

Which total energy belongs to each record? In order, -4169.78254, -16036.07000, -67637.57068, -306813.84644 eV.